# 1
Computed, not measured: a molecular structure, ClH10MgO5, with ωB97M-V with the def2-TZVPD basis set.

Geometry as XYZ:
```
17
Properties=species:S:1:pos:R:3:forces:R:3
Mg -19.5726 4.6104 -15.8106 1.272 -0.246 -1.197
Cl -17.0882 4.6014 -18.1387 -1.651 -0.022 1.495
O -21.0155 2.5274 -17.2495 0.211 0.740 0.664
H -20.9800 1.5710 -17.2596 0.177 -0.337 0.137
H -21.3211 2.7655 -18.1248 -0.040 0.217 -0.355
O -18.1765 2.4049 -14.3657 -0.607 0.604 -0.328
H -17.9785 2.2083 -13.4501 -0.026 0.072 0.358
H -17.6579 1.7736 -14.8643 0.236 -0.102 -0.398
O -21.7528 4.0265 -13.7265 0.720 0.145 -0.625
H -22.1003 3.1504 -13.8936 -0.102 -0.360 -0.077
H -22.3895 4.4284 -13.1355 -0.130 0.314 0.199
O -18.2839 6.7230 -14.1065 -0.696 -0.685 -0.691
H -17.6568 6.6529 -13.3867 0.397 -0.165 0.172
H -19.0148 7.2210 -13.7405 -0.168 0.386 0.152
O -21.2270 6.5337 -17.2796 0.329 -0.699 0.696
H -22.0198 6.9394 -16.9288 -0.301 0.081 0.171
H -21.0475 7.0160 -18.0867 0.380 0.058 -0.373
```
Positions in Å, forces in eV/Å.

Calculated values
charge: +1
HOMO level: -0.429 hartree
spin multiplicity: 1
Kohn-Sham gap: 5.74 eV

---

# 2
Computed, not measured: a molecular structure, C22H24BrCaIN3O, with ωB97M-V with the def2-TZVPD basis set.

Geometry as XYZ:
```
53
Properties=species:S:1:pos:R:3:forces:R:3
Ca 8.5008 11.7483 7.9117 2.045 -0.214 2.132
C 11.6903 8.8319 12.9721 -0.486 0.428 -0.091
C 12.1924 9.2405 11.7012 -0.347 -0.724 0.776
C 11.5598 10.4359 11.3759 0.669 0.911 -0.736
C 10.7416 10.8557 12.4313 -0.358 -0.054 -0.312
C 10.7702 9.8499 13.3966 0.839 -0.891 0.056
H 11.8470 7.8653 13.4547 0.108 0.254 0.022
H 12.9093 8.7019 11.0875 -0.127 0.019 0.006
H 11.7446 10.9798 10.4583 -0.119 0.067 0.022
H 10.1018 11.7350 12.4344 0.147 -0.101 0.010
H 10.2137 9.8591 14.3094 -0.308 -0.105 0.553
N 6.6322 10.2461 7.7374 -1.343 0.558 0.389
C 5.9346 10.3807 6.4578 0.617 0.814 -0.683
C 6.2847 11.6432 5.5616 -0.536 1.153 1.270
N 7.5873 12.4022 5.7965 -1.184 -0.089 -1.393
H 6.7517 9.2615 7.9657 0.239 0.283 0.105
H 6.0775 10.6785 8.5244 0.868 -0.696 -0.938
H 4.8613 10.3897 6.6033 -0.375 0.024 -0.174
H 6.1727 9.5588 5.8058 0.172 -0.722 0.144
H 5.4718 12.3815 5.7312 0.497 -0.308 -0.049
H 6.1998 11.3573 4.5269 0.039 -0.265 -0.422
H 7.3826 13.3963 5.6194 0.079 -0.528 0.461
H 8.2261 12.1922 5.0237 0.054 -0.322 0.415
Br 7.8544 14.4162 8.9349 0.046 0.175 0.138
C 6.9051 13.9260 10.5103 -0.829 -0.232 1.720
C 6.1130 14.8992 11.0995 0.205 0.536 -1.879
C 5.2598 14.5846 12.1719 -0.284 0.308 0.626
C 5.2644 13.3374 12.7537 0.313 0.279 -0.687
C 6.0863 12.3081 12.2086 0.378 1.825 -0.880
C 5.9803 10.9971 12.6651 -0.048 -0.160 0.261
C 6.7544 10.0391 12.1038 1.470 -1.221 -0.883
C 7.6971 10.3233 11.0280 -1.499 -1.519 2.419
C 7.7225 11.5613 10.5006 1.490 1.105 -2.933
C 6.9937 12.5999 11.0661 -2.018 0.034 1.120
H 6.0664 15.8842 10.5535 -0.066 -1.004 0.973
H 4.5615 15.3529 12.5380 0.457 -0.299 -0.103
H 4.6008 13.1412 13.5946 0.089 -0.146 -0.133
H 5.2901 10.7795 13.4737 -0.006 -0.038 0.008
H 6.7073 8.9988 12.4568 -0.055 0.434 0.002
H 8.3542 9.4782 10.7704 -0.181 0.628 -0.386
O 9.7803 10.0344 8.3594 -0.693 0.644 0.095
N 10.2558 9.2483 7.4130 -0.261 0.656 0.449
C 11.0785 9.7773 6.4308 -0.085 -1.023 -0.107
C 11.7495 8.8724 5.6427 0.473 0.500 -0.901
C 11.5658 7.4889 5.8027 -0.289 -0.588 0.556
C 10.5816 7.0447 6.7401 0.276 1.379 -0.680
C 9.8526 7.9546 7.4793 1.244 -1.608 -1.110
H 11.2409 10.8545 6.4872 -0.032 -0.450 -0.074
H 12.4510 9.2455 4.8577 -0.629 -0.222 0.810
H 12.1419 6.7549 5.2374 -0.134 0.300 0.125
H 10.4331 6.0088 6.8803 -0.377 -1.004 0.078
H 9.1008 7.6406 8.1934 0.208 0.523 0.100
I 11.6587 12.9422 7.9725 -0.353 0.694 -0.290
```
Positions in Å, forces in eV/Å.

Calculated values
charge: -2
HOMO level (spin up / spin down): 0.033 / 0.018 hartree
<S²>: 0.76
spin multiplicity: 2
Kohn-Sham gap (spin up / spin down): 2.89 / 3.23 eV